Entry from OMol25: a molecular structure, C23H22I2N9O2RuS (the ωB97M-V functional and the def2-TZVPD basis).

Calculated values
<S²>: 8.7627
Energy relative to the best compared isomer or geometry (same formula, charge and spin) in kcal/mol: 7.9
Highest occupied orbital energy (alpha / beta) in eV: -7.04 / -7.14
Max |F| in eV Å⁻¹: 0.8
Gap between HOMO and LUMO (alpha / beta) in eV: 7.20 / 6.38

```
! RIJCOSX wB97M-V def2-TZVPD def2/J DEFGRID3
* xyz 0 6
Ru 0.40335 0.11871 0.21763
N 3.97765 0.54115 -2.70845
C 3.02981 0.53726 -1.71599
S 1.96077 -0.84530 -1.68788
N 3.07671 1.54923 -0.90369
N 2.00467 1.64306 -0.02814
C 2.22561 2.31593 1.04177
C 1.20782 2.71909 1.98508
C 1.61624 3.36419 3.16858
C 0.70970 3.87724 4.05943
C -0.66012 3.76163 3.76266
C -1.08589 3.14204 2.61454
C -0.17051 2.58328 1.69468
O -0.59023 2.01794 0.58215
H 4.18112 -0.33644 -3.15023
H 4.72875 1.20326 -2.60789
H 3.25037 2.64489 1.21714
H 2.68236 3.45778 3.36115
H 1.03863 4.36449 4.96932
H -1.39084 4.16533 4.45570
H -2.13852 3.04423 2.37726
I -3.33112 -4.79054 5.28187
C -2.34926 -3.28170 4.22405
C -1.76337 -2.22500 4.90835
C -1.13847 -1.23182 4.17655
I -0.27719 0.40503 5.15637
C -1.08565 -1.21235 2.75640
O -0.55207 -0.20493 2.14004
C -1.67612 -2.32117 2.10636
C -1.59246 -2.51990 0.61165
N -1.52289 -1.27948 -0.18147
C -1.71734 -1.54555 -1.60583
C -1.27092 -0.38919 -2.46312
C -1.35519 -0.44566 -3.84564
C -0.83951 0.60315 -4.58192
C -0.28778 1.69237 -3.91922
C -0.27430 1.68307 -2.54148
N -0.74970 0.65455 -1.83129
C -2.29812 -3.32433 2.84198
H -1.80714 -2.16748 5.98823
H -2.45539 -3.11559 0.30251
H -0.70052 -3.09963 0.36347
H -2.20861 -0.60292 0.13754
H -2.76141 -1.78010 -1.83245
H -1.12756 -2.42411 -1.87244
H -1.80417 -1.30691 -4.32835
H -0.86103 0.57043 -5.66463
H 0.13165 2.52892 -4.46067
H 0.12645 2.50509 -1.96036
H -2.74900 -4.15904 2.31512
N 2.94028 -2.30326 4.47517
C 3.62479 -1.19268 4.17329
N 4.50247 -0.71933 5.07888
N 3.54170 -0.57881 3.01699
C 2.65258 -0.96457 2.14674
N 1.86680 -1.29271 1.35432
H 2.88353 -2.62885 5.42326
H 2.18303 -2.56789 3.86267
H 4.46190 -1.01517 6.03677
H 4.91394 0.17429 4.87515
*
```